Record 1
This record from the Open Molecules 2025 dataset describes the ion C10H9O3S with charge -1 in a non-equilibrium geometry. The level of theory is wB97M-V/def2-TZVPD.

For the calculated total energy, the calculation gives -27491.322 eV. The calculation puts the gap between HOMO and LUMO at 6.78 eV.

Structure (ORCA input):
```
! RIJCOSX wB97M-V def2-TZVPD def2/J DEFGRID3
* xyz -1 1
C 2.07648 2.28635 -0.09197
C 3.11887 1.43921 -0.39645
C 0.83286 1.63932 0.06404
C 2.98577 0.04655 -0.54124
C 0.65115 0.30161 -0.29077
C 1.72347 -0.53022 -0.49494
C -1.49534 -0.35262 -1.65861
C -0.18829 -2.42219 0.11706
C -0.75868 -0.03123 -0.22168
C -2.84444 0.08171 0.91248
O -2.36878 -1.18383 -1.61209
O -1.05723 0.47428 -2.49295
O -1.52744 0.40151 0.87521
S 1.40050 -2.25286 -0.58496
H 2.36928 3.28270 0.04651
H 4.05069 1.91644 -0.76910
H -0.03924 2.25009 0.23756
H 3.84847 -0.40054 -0.90152
H -0.17886 -2.41492 1.16300
H -0.96161 -2.76789 -0.41478
H -2.90388 -0.91165 0.48565
H -3.40723 0.78281 0.26340
H -3.27708 -0.04778 1.94352
*
```



Record 2
This record from the Open Molecules 2025 dataset describes a cluster of 17 separate species, C118H141N22O22 in total in a non-equilibrium geometry. The level of theory is wB97M-V/def2-TZVPD.

For the calculated total energy, the calculation gives -202367.169 eV. The calculation puts the gap between HOMO and LUMO at 0.76 eV.

Structure (ORCA input):
```
! RIJCOSX wB97M-V def2-TZVPD def2/J DEFGRID3
* xyz 9 1
C -8.07117 -0.72811 -13.66257
N -8.00831 -0.82031 -12.15263
C -8.71930 -1.72082 -11.50568
C -8.73878 -1.79963 -10.08423
C -8.01210 -0.84846 -9.36658
C -7.32642 0.13689 -10.09729
C -7.37212 0.16641 -11.45609
C -7.95181 -0.93624 -7.92122
C -7.86072 0.23459 -7.12438
C -7.72692 0.12447 -5.74814
N -7.63829 -1.03228 -5.12091
C -7.66993 -2.18881 -5.86710
C -7.85994 -2.14960 -7.24247
C -7.34763 -1.08983 -3.67905
H -8.36762 -1.73403 -14.11526
H -7.13647 -0.51631 -14.11968
H -8.87544 -0.00669 -13.95449
H -9.21198 -2.49289 -12.06412
H -9.31337 -2.59490 -9.62190
H -6.71268 0.91878 -9.69437
H -6.89561 0.91535 -12.04491
H -8.21010 1.10598 -7.61269
H -7.82653 0.94767 -5.10586
H -7.48884 -3.03987 -5.26499
H -7.84923 -3.13359 -7.68229
H -7.90973 -1.86295 -3.17248
H -7.53168 -0.09201 -3.26989
H -6.26205 -1.31772 -3.59236
C -6.63685 -7.12138 0.23666
N -5.56152 -6.38214 0.99968
C -4.31785 -6.94293 1.11356
C -3.29335 -6.28003 1.74044
C -3.43084 -4.89813 2.06108
C -4.66628 -4.23517 1.71617
C -5.68123 -5.05416 1.23318
C -2.29995 -4.15667 2.62259
C -2.35651 -3.62173 3.94255
C -1.26970 -2.87995 4.38051
N -0.14555 -2.80971 3.59168
C -0.08110 -3.36889 2.36187
C -1.17202 -3.98161 1.86135
C 1.03059 -2.00221 3.96953
H -7.50004 -7.18321 0.90954
H -6.29259 -8.11433 -0.07335
H -6.88944 -6.48598 -0.60419
H -4.20948 -7.94364 0.66707
H -2.33837 -6.78583 1.87101
H -4.90248 -3.21359 2.01473
H -6.60472 -4.58351 1.00701
H -3.22098 -3.76334 4.64432
H -1.23286 -2.50908 5.38573
H 0.80771 -3.30547 1.71631
H -1.15245 -4.27336 0.79916
H 0.74307 -0.94974 3.99629
H 1.75847 -2.12528 3.18602
H 1.49216 -2.39107 4.87819
C 10.03531 9.75062 9.08233
N 9.23026 8.69527 8.41051
C 9.07724 8.78930 7.05946
C 8.33876 7.92023 6.36924
C 7.61617 6.94758 7.06232
C 7.77117 6.86031 8.41540
C 8.56415 7.73899 9.09955
C 6.78078 5.91117 6.41205
C 7.06574 5.47537 5.06451
C 6.32065 4.50933 4.47708
N 5.28740 3.96444 5.20480
C 4.88772 4.49965 6.35928
C 5.60740 5.45525 6.99578
C 4.45818 2.94509 4.55535
H 9.53109 10.69589 9.09472
H 11.02234 9.79388 8.56422
H 10.16775 9.45770 10.12720
H 9.60987 9.58846 6.59094
H 8.29505 8.06503 5.28814
H 7.24249 6.07977 8.97243
H 8.68922 7.83504 10.18146
H 7.92004 5.91940 4.56740
H 6.48543 4.09629 3.49942
H 3.89402 4.16007 6.73963
H 5.24147 5.85135 7.90149
H 3.46312 3.32503 4.53864
H 4.39266 2.04463 5.11852
H 4.87010 2.75261 3.57869
C 4.58607 -4.13658 -1.65594
N 3.35730 -3.31426 -1.88430
C 2.63231 -3.68568 -2.94280
C 1.47604 -3.04150 -3.25202
C 1.10463 -1.94215 -2.50475
C 1.92828 -1.50523 -1.49329
C 3.00677 -2.27508 -1.13278
C -0.11344 -1.11857 -2.68621
C -1.12595 -1.22169 -1.67436
C -2.29056 -0.53627 -1.90515
N -2.44588 0.19598 -3.04058
C -1.46449 0.33666 -3.91236
C -0.25916 -0.31712 -3.77919
C -3.67231 0.85075 -3.34665
H 4.23059 -5.04801 -1.18941
H 5.17357 -3.56286 -0.92570
H 5.18461 -4.24143 -2.55344
H 2.93510 -4.59161 -3.47293
H 0.85815 -3.42777 -4.03123
H 1.68315 -0.62017 -0.92408
H 3.62929 -2.13715 -0.27305
H -1.04511 -1.89385 -0.86779
H -3.13965 -0.59124 -1.25825
H -1.73497 0.86807 -4.84615
H 0.57719 -0.25518 -4.49992
H -3.52527 1.94247 -3.22471
H -4.44431 0.51568 -2.67846
H -3.86865 0.61186 -4.39591
C 8.11113 1.60406 -3.09200
N 7.19885 2.74257 -2.68480
C 6.03823 2.37486 -2.08379
C 5.22285 3.34086 -1.52216
C 5.57054 4.70685 -1.59509
C 6.84627 5.03408 -2.13102
C 7.59846 4.04207 -2.62461
C 4.62043 5.74314 -1.16867
C 5.00886 7.09664 -0.91415
C 4.03740 8.06971 -0.68775
N 2.77123 7.70534 -0.52295
C 2.39352 6.41196 -0.54315
C 3.26085 5.41862 -0.95671
C 1.69643 8.78058 -0.16078
H 8.07516 0.90181 -2.25730
H 9.14245 2.00497 -3.23920
H 7.72457 1.19514 -4.00186
H 5.65853 1.30480 -2.05019
H 4.33336 2.93070 -1.19814
H 7.20048 6.01908 -2.34222
H 8.57857 4.17382 -3.02585
H 5.99219 7.45290 -0.97781
H 4.24677 9.10291 -0.70726
H 1.35845 6.28818 -0.26179
H 2.87851 4.41291 -1.07036
H 1.38925 8.48715 0.80858
H 0.94079 8.79126 -0.96160
H 2.30433 9.67681 -0.17916
C 15.40484 -3.43709 13.94125
N 15.33506 -3.21880 12.49194
C 14.58843 -2.14789 11.95818
C 14.59148 -1.91485 10.58200
C 15.31517 -2.76781 9.69297
C 15.97790 -3.85757 10.26684
C 15.97244 -4.03963 11.65425
C 15.32775 -2.60159 8.23096
C 15.24146 -3.72928 7.38652
C 15.38563 -3.50614 6.02616
N 15.45529 -2.23641 5.48415
C 15.51227 -1.17601 6.32621
C 15.44209 -1.33674 7.64692
C 15.65345 -1.98704 4.02675
H 15.40148 -2.49244 14.46574
H 16.35148 -3.92572 14.05651
H 14.56326 -4.04568 14.24819
H 14.14194 -1.56344 12.73646
H 14.01394 -1.05632 10.21203
H 16.64837 -4.57329 9.71906
H 16.56751 -4.88897 12.12003
H 14.98188 -4.74112 7.69525
H 15.52099 -4.31163 5.31987
H 15.68252 -0.21376 5.83606
H 15.64228 -0.44037 8.23603
H 15.26227 -2.74108 3.38569
H 16.68580 -1.75437 3.85658
H 15.00060 -1.14555 3.89371
C 3.80426 -15.08094 3.29918
N 3.33673 -14.09089 2.29059
C 2.08154 -14.12552 1.84466
C 1.65646 -13.32171 0.82983
C 2.54915 -12.44853 0.24755
C 3.92841 -12.49385 0.65020
C 4.30329 -13.34738 1.66438
C 2.10948 -11.26473 -0.61952
C 1.91282 -11.50067 -1.95544
C 1.55176 -10.44096 -2.70980
N 1.41142 -9.21356 -2.16333
C 1.66271 -8.93545 -0.90995
C 1.94973 -9.99000 -0.05930
C 1.28789 -8.00554 -3.13260
H 3.07580 -15.21262 4.07677
H 4.63018 -14.53256 3.73322
H 4.09213 -15.99896 2.79248
H 1.45899 -14.80834 2.36462
H 0.60727 -13.26120 0.68126
H 4.59648 -11.77226 0.28186
H 5.29962 -13.53456 1.92284
H 2.04185 -12.50913 -2.33276
H 1.55252 -10.42679 -3.75508
H 1.61918 -7.90971 -0.56867
H 2.04159 -9.75029 1.01247
H 0.25001 -7.64009 -3.02144
H 1.43291 -8.39779 -4.10913
H 1.98477 -7.26047 -2.80873
C -4.84091 7.89123 -2.24597
N -4.46853 6.77022 -1.41698
C -5.10820 6.52471 -0.30539
C -4.84372 5.35811 0.46767
C -3.83155 4.45207 0.02716
C -3.06786 4.89566 -1.09342
C -3.36878 6.04468 -1.76118
C -3.44513 3.10074 0.60650
C -2.27137 2.48234 0.26941
C -1.63887 1.61345 1.23019
N -2.33259 1.17018 2.30325
C -3.57167 1.77365 2.65029
C -4.02683 2.70670 1.79226
C -1.57851 0.34494 3.34171
H -5.86276 8.22505 -2.03402
H -4.92139 7.53601 -3.29220
H -3.99690 8.62238 -2.05826
H -5.88498 7.23514 -0.02678
H -5.51643 5.22562 1.32176
H -2.37137 4.18251 -1.52252
H -5.90567 2.92781 -4.13095
H -1.61978 2.87886 -0.52134
H -0.62335 1.17712 1.21319
H -4.04004 1.47418 3.58032
H -4.98335 3.27750 1.98319
H -2.19702 -0.48254 3.61431
H -1.25931 1.01327 4.13070
H -0.65811 0.02652 2.87073
C -16.18433 8.55724 -1.56732
N -15.13214 7.59709 -1.19735
C -14.54906 6.91337 -2.18869
C -13.55719 5.97594 -1.95104
C -13.27647 5.60090 -0.60800
C -13.97141 6.33373 0.37760
C -14.86041 7.31514 0.07066
C -12.44544 4.38522 -0.25568
C -12.95870 3.26133 0.51569
C -12.14457 2.17181 0.70873
N -10.89307 2.14085 0.13699
C -10.45186 3.16190 -0.58004
C -11.15895 4.32833 -0.74235
C -10.05976 0.91812 0.11885
H -15.86238 9.33533 -2.28600
H -16.47958 9.03294 -0.60705
H -17.04140 7.99467 -1.97285
H -14.81921 7.10822 -3.21228
H -13.09660 5.53729 -2.85096
H -13.80541 6.11957 1.42891
H -15.37996 7.95549 0.80546
H -13.96185 3.19579 0.89183
H -12.46948 1.32816 1.33637
H -9.54781 2.92340 -1.08950
H -10.74152 5.07333 -1.40385
H -9.16435 1.08971 0.70532
H -9.72778 0.65780 -0.86875
H -10.56433 0.03310 0.51023
N 5.78304 1.53026 1.35357
O 5.88736 2.79350 1.47152
O 5.53014 1.12570 0.21903
O 5.99454 0.80995 2.33761
N 1.41668 2.43802 1.68779
O 0.60623 2.97746 2.39901
O 2.47463 3.03238 1.46309
O 1.20061 1.28889 1.25175
N 2.06896 -5.84952 0.65123
O 2.84433 -6.28205 -0.20173
O 1.44972 -6.56455 1.41809
O 1.95212 -4.58117 0.69967
N -6.07265 0.41221 -0.30698
O -6.05584 0.12867 0.90007
O -6.81349 1.30628 -0.75829
O -5.32177 -0.20528 -1.04718
C 0.49326 3.20282 -4.09275
C -0.67676 3.32438 -3.09516
O -1.83165 3.36841 -3.58373
O -0.36061 3.20422 -1.87038
H 0.57035 3.86582 -4.93520
H 0.34997 2.20153 -4.56253
H 1.40560 3.13974 -3.49691
C -3.85249 -2.97476 -6.85885
C -3.90856 -1.88221 -5.81699
O -5.03522 -1.71694 -5.30703
O -2.87019 -1.22379 -5.62564
H -4.80788 -3.39719 -7.14764
H -3.19900 -3.75600 -6.45377
H -3.26350 -2.64377 -7.70860
C -2.15688 -5.34726 -3.54606
C -1.53593 -5.45227 -2.16996
O -1.85915 -4.52826 -1.38344
O -0.82982 -6.46387 -1.93592
H -1.78946 -5.95592 -4.35307
H -2.30448 -4.32600 -3.87110
H -3.17119 -5.72029 -3.36216
C -1.91534 5.85490 -5.23398
C -1.80112 6.32515 -3.83008
O -3.01196 6.25156 -3.10617
O -0.91363 7.03916 -3.47222
H -1.34477 5.00010 -5.61504
H -1.57323 6.65533 -5.81936
H -2.92064 5.73307 -5.59859
C -7.40113 4.00810 -5.29938
C -7.55737 3.60468 -3.78819
O -8.55212 3.86133 -3.15058
O -6.52330 2.93638 -3.31366
H -6.53609 3.54144 -5.76547
H -7.34887 5.08114 -5.48651
H -8.24631 3.57717 -5.85555
*
```



Record 3
This record from the Open Molecules 2025 dataset describes a cluster of 41 separate species, C11H102BF3N5O44 in total in a non-equilibrium geometry. The level of theory is wB97M-V/def2-TZVPD.

For the calculated total energy, the calculation gives -119430.981 eV. The calculation puts the gap between HOMO and LUMO at 8.15 eV.

Structure (ORCA input):
```
! RIJCOSX wB97M-V def2-TZVPD def2/J DEFGRID3
* xyz 1 1
N -1.88221 -0.12898 1.72638
C -1.79969 0.73292 0.54888
C -1.42459 -0.01934 -0.76590
N -0.23679 -0.86620 -0.67286
N -0.45039 -2.15255 -0.33538
C 0.72387 -2.80926 -0.30063
C 1.01438 -4.23104 0.05525
C 2.37607 -4.17592 0.80501
O 2.24469 -3.44816 2.01880
C 2.98000 -5.57365 1.04026
F 3.99081 -5.41821 1.93489
F 3.53285 -6.07312 -0.07770
F 2.10806 -6.47531 1.51877
N 1.65837 -1.94221 -0.64415
C 1.11656 -0.72093 -0.88420
N 1.73552 0.36684 -1.24799
C 1.17059 1.69936 -1.46862
C 0.73721 1.96760 -2.93473
C 0.25416 3.44842 -3.09812
O 1.02210 4.35103 -2.32117
C 3.20876 0.24108 -1.44660
B 3.62059 -0.56721 -2.76779
O 2.99924 -0.42028 -4.02734
O 4.62015 -1.51600 -2.67158
H -0.97785 -0.25096 2.17072
H -2.33066 -1.01510 1.52857
H -1.09961 1.55935 0.75885
H -2.77557 1.21539 0.35536
H -2.29236 -0.65730 -1.00805
H -1.32987 0.72382 -1.57374
H -1.33091 -2.60549 -0.12706
H 1.14973 -4.88899 -0.81388
H 0.27790 -4.63972 0.75719
H 3.12612 -3.63092 0.20714
H 2.09528 -4.07110 2.75032
H 1.98814 2.40801 -1.26783
H 0.37301 1.96148 -0.75440
H 1.65147 1.88878 -3.54455
H -0.01973 1.24098 -3.27286
H 0.44036 3.69937 -4.15143
H -0.83449 3.54396 -2.95793
H 0.82384 4.27147 -1.37628
H 3.57866 -0.34997 -0.59643
H 3.70109 1.22324 -1.37593
H 3.38415 0.33442 -4.49394
H 4.38631 -2.19616 -3.34183
O 4.41199 3.35308 -2.05447
H 5.35183 3.54092 -1.96386
H 4.00252 4.22964 -2.11628
O 5.87847 -3.22620 2.08256
H 5.40094 -4.06180 2.05576
H 5.18222 -2.56634 2.16645
O -3.40860 -2.77177 -1.12573
H -4.13381 -3.23785 -0.68817
H -3.07509 -3.41153 -1.76465
O 3.30642 -6.97427 4.48540
H 2.42249 -7.35663 4.51188
H 3.44472 -6.75750 3.55675
O 5.17459 0.88272 0.76629
H 5.36173 0.07363 1.25468
H 5.92605 1.45415 0.96433
O -4.66390 1.05182 1.00393
H -5.18829 0.24301 1.04337
H -5.31522 1.74898 1.13240
O 3.87297 -2.12962 4.39156
H 4.29948 -2.98269 4.53542
H 3.42488 -2.22982 3.54272
O 4.28406 4.12181 0.67575
H 3.94911 3.26085 0.39275
H 4.06461 4.17076 1.61526
O -6.97041 1.21554 2.51898
H -6.67996 1.04697 3.42217
H -7.34446 2.10574 2.56058
O 1.23466 -0.35594 3.30743
H 1.49291 -1.14992 3.79464
H 1.92937 0.28381 3.51534
O -4.46284 0.28406 4.07451
H -4.42318 0.72966 3.21338
H -3.61310 -0.16533 4.13894
O -1.27919 -5.77562 -0.89009
H -0.91348 -6.66439 -0.80867
H -1.77224 -5.80479 -1.71742
O 2.62618 -6.16095 -2.90748
H 2.85209 -6.42045 -2.00481
H 2.27169 -5.26802 -2.82132
O -1.67409 3.22310 -5.39397
H -2.59300 2.95041 -5.28115
H -1.60786 3.46650 -6.32480
O -3.29834 1.22038 -4.50491
H -3.65093 0.78074 -3.72031
H -2.54068 0.67224 -4.76234
O 1.11573 4.35840 0.72718
H 2.07234 4.49061 0.80329
H 0.76387 5.25898 0.69805
O -3.44459 3.27576 -2.27064
H -4.19164 2.87291 -1.81435
H -3.22958 2.65996 -2.98391
O 3.97603 -5.73236 7.06456
H 4.39002 -6.59932 7.16696
H 3.48902 -5.80470 6.23416
O 3.58958 -8.57105 8.36892
H 2.82071 -9.14496 8.44760
H 3.32882 -7.76703 8.83555
O -0.95515 -0.23282 -6.17411
H -0.90540 0.27639 -6.99369
H -0.15150 -0.76182 -6.18137
O -5.83063 -0.94471 -0.63109
H -5.78117 -0.50121 -1.48603
H -4.98155 -1.39728 -0.55596
O -3.75310 1.82732 -7.60754
H -3.59621 1.73503 -6.65974
H -4.00733 2.75493 -7.71945
O 0.04497 -0.08408 -9.16353
H 0.02455 -0.76296 -9.84615
H 0.36377 0.70192 -9.61999
O 2.60225 -5.04224 9.70047
H 2.70231 -4.08649 9.74953
H 2.83164 -5.25978 8.78787
O 0.82540 -4.45878 4.58267
H 0.52347 -5.34365 4.35106
H 0.61923 -4.37779 5.52165
O -5.95310 2.73764 5.08103
H -5.64980 1.95648 5.55878
H -5.23593 3.37421 5.19411
O -5.47337 5.53168 6.15040
H -6.25756 4.99135 6.30476
H -5.66823 6.36573 6.58968
O 0.30247 0.45678 5.93924
H 0.41813 1.41060 5.98747
H 0.54134 0.22877 5.02800
O -5.09044 -1.00644 -3.61290
H -4.78404 -1.91843 -3.58561
H -5.68276 -0.98144 -4.37340
O 1.76147 3.59100 3.73688
H 0.95409 3.68821 4.25201
H 1.46564 3.65986 2.82058
O 0.22645 7.07206 -0.84162
H 0.48656 7.99888 -0.78245
H 0.40661 6.83494 -1.75863
O 5.76163 -9.04797 4.76665
H 6.68165 -8.77267 4.83811
H 5.26702 -8.22122 4.72434
O 2.34021 9.26853 -0.80350
H 3.29517 9.38282 -0.72095
H 1.99684 10.16966 -0.83324
O 3.58531 -3.63579 -4.11718
H 4.00221 -4.49985 -3.99936
H 3.11941 -3.70760 -4.95777
O -9.21210 2.77911 3.89790
H -9.52358 1.88817 3.70234
H -9.33415 2.86808 4.84885
O -7.10651 -1.53715 4.62789
H -6.17764 -1.27318 4.61415
H -7.58788 -0.70549 4.57925
O 4.57822 6.13849 -2.71446
H 4.76235 7.08371 -2.66663
H 4.78823 5.90176 -3.62470
O 4.43204 10.07187 -2.62193
H 3.49126 9.85264 -2.60933
H 4.61642 10.26686 -3.54692
O -3.32364 4.15200 -9.32354
H -3.33823 3.48224 -10.01615
H -3.01144 4.94940 -9.76349
O -6.48861 2.71027 -6.49050
H -5.77986 2.17137 -6.86637
H -6.72035 2.26032 -5.67205
*
```



no.,HOMO energy (Ha)
1,-0.124
2,-0.489
3,-0.403